Record 1
{
  "formula": "C3H5NO",
  "method": "ωB97M-V/def2-TZVPD",
  "e_homo_ev": -8.954,
  "homo_lumo_gap_ev": 8.7829,
  "lumo_ev": -0.17,
  "species": ["C", "C", "C", "H", "H", "H", "H", "H", "N", "O"],
  "positions_angstrom": [[-0.837, -0.221, -0.119], [0.066, 0.856, -0.020], [1.470, 0.359, 0.079], [-2.644, -1.102, 0.468], [-2.797, 0.576, 0.787], [-0.344, -1.233, 0.052], [-0.329, 1.902, -0.154], [2.258, 1.225, 0.050], [-2.184, -0.184, -0.126], [1.869, -0.755, 0.005]],
  "atomic_forces_ev_per_a": [[3.45, 1.16, 2.34], [-2.32, -2.58, -0.78], [0.65, 4.38, -1.21], [2.01, 2.69, -2.86], [2.95, -1.99, -3.92], [-0.77, 1.21, -0.79], [1.07, -1.13, 0.45], [-0.98, -0.99, 0.43], [-6.18, -0.86, 5.97], [0.10, -1.89, 0.37]]
}

***

Record 2
{
  "formula": "C3H5NO",
  "method": "ωB97M-V/def2-TZVPD",
  "e_homo_ev": -9.587,
  "homo_lumo_gap_ev": 10.2494,
  "lumo_ev": 0.66,
  "species": ["C", "C", "C", "H", "H", "H", "H", "H", "N", "O"],
  "positions_angstrom": [[-0.613, 0.146, -0.078], [0.588, 1.093, -0.062], [1.376, -0.307, 0.057], [0.675, 2.071, -0.720], [0.603, 1.518, 1.120], [1.931, -0.326, 1.075], [1.999, -0.446, -0.768], [0.076, -2.056, 0.321], [0.187, -0.925, -0.159], [-1.838, 0.014, 0.074]],
  "atomic_forces_ev_per_a": [[-4.60, -1.58, 0.67], [-0.17, 2.58, 3.46], [3.37, 4.08, 0.94], [0.13, -2.60, 0.96], [-0.22, -0.82, -3.20], [-1.02, -0.47, -1.63], [1.89, -0.32, -0.94], [-0.41, 4.74, -2.11], [-1.13, -7.67, 2.41], [2.15, 2.06, -0.54]]
}

***

Record 3
{
  "formula": "C3H5NO",
  "method": "ωB97M-V/def2-TZVPD",
  "e_homo_ev": [-8.667, -8.665],
  "homo_lumo_gap_ev": [9.1885, 9.1863],
  "lumo_ev": [0.52, 0.52],
  "species": ["O", "N", "C", "C", "C", "H", "H", "H", "H", "H"],
  "positions_angstrom": [[2.483, 0.141, -0.027], [1.044, -0.040, 0.048], [0.268, -1.103, -0.066], [-0.986, -0.248, -0.064], [0.012, 0.975, 0.012], [0.349, -2.144, 0.065], [-1.822, -0.498, -0.705], [-1.330, -0.246, 0.957], [0.200, 1.408, -0.953], [-0.218, 1.755, 0.732]],
  "atomic_forces_ev_per_a": [[-5.46, -0.59, 0.71], [5.73, -1.81, 0.18], [-0.51, 3.38, 0.43], [0.71, -0.06, 1.79], [-1.27, -0.52, -2.76], [1.01, -0.93, -0.32], [0.22, 0.63, -0.59], [-0.87, -0.47, 0.45], [-0.38, 0.79, -0.46], [0.82, -0.42, 0.57]]
}

***

Record 4
{
  "formula": "C3H5NO",
  "method": "ωB97M-V/def2-TZVPD",
  "e_homo_ev": -9.761,
  "homo_lumo_gap_ev": 10.5659,
  "lumo_ev": 0.80,
  "species": ["C", "C", "N", "H", "H", "H", "C", "O", "H", "H"],
  "positions_angstrom": [[0.044, 1.219, 1.411], [0.339, 0.879, 0.030], [0.274, 0.884, -1.111], [0.991, 1.101, 2.004], [-0.855, 0.495, 1.765], [-0.201, 2.297, 1.532], [-0.170, -1.705, -1.428], [-0.809, -1.665, -0.444], [-0.578, -2.052, -2.454], [0.965, -1.453, -1.305]],
  "atomic_forces_ev_per_a": [[-0.42, -1.35, 1.70], [-1.05, 1.50, 0.31], [0.66, -0.10, -0.84], [-1.12, -0.34, -0.16], [2.30, 1.82, -0.55], [-0.22, -0.83, -0.43], [2.72, -0.58, -1.70], [-1.89, -0.24, 1.49], [0.52, 0.58, 1.19], [-1.50, -0.47, -1.01]]
}

***

Record 5
{
  "formula": "C3H5NO2",
  "method": "ωB97M-V/def2-TZVPD",
  "e_homo_ev": -9.984,
  "homo_lumo_gap_ev": 10.7807,
  "lumo_ev": 0.80,
  "species": ["N", "C", "O", "C", "C", "O", "H", "H", "H", "H", "H"],
  "positions_angstrom": [[2.036, 1.286, 0.396], [0.994, 0.587, 0.382], [-0.143, 0.953, 1.042], [-1.178, 0.262, 0.357], [-0.521, -1.076, 0.078], [0.785, -0.589, -0.285], [2.775, 0.853, -0.151], [-1.374, 0.716, -0.639], [-2.187, 0.491, 0.654], [-0.382, -1.815, 0.880], [-0.992, -1.542, -0.783]],
  "atomic_forces_ev_per_a": [[-0.30, -0.26, -0.05], [0.20, 0.27, 0.05], [-0.04, 0.20, -0.26], [-0.32, 0.46, -1.50], [-0.33, 0.00, -0.17], [0.09, 0.02, 0.11], [-0.08, -0.07, 0.12], [1.09, -0.02, -0.14], [-0.14, -0.86, 1.87], [-0.40, 0.45, 0.06], [0.22, -0.19, -0.07]]
}

***

Record 6
{
  "formula": "C3H5NO2",
  "method": "ωB97M-V/def2-TZVPD",
  "e_homo_ev": -9.203,
  "homo_lumo_gap_ev": 10.1759,
  "lumo_ev": 0.97,
  "species": ["O", "C", "C", "N", "C", "O", "H", "H", "H", "H", "H"],
  "positions_angstrom": [[-0.599, 1.700, -1.440], [-0.815, 1.510, -0.268], [-0.486, 0.213, 0.450], [0.074, -0.725, -0.467], [2.175, -1.291, 0.135], [2.396, -0.550, 0.976], [-1.286, 2.296, 0.359], [0.179, 0.493, 1.294], [-1.425, -0.135, 0.908], [0.145, -0.422, -1.422], [0.417, -1.666, -0.282]],
  "atomic_forces_ev_per_a": [[-0.08, -0.11, 0.53], [0.05, -0.07, -0.29], [-0.08, -0.12, -0.09], [-0.55, -0.23, -0.38], [1.76, 0.61, 1.19], [-0.01, -0.65, -0.64], [0.11, -0.17, -0.06], [-0.04, -0.16, -0.25], [0.07, 0.09, 0.04], [-0.02, 0.04, -0.11], [-1.21, 0.77, 0.07]]
}

***

Q: Which E values were calculated for the entries above? A: -6726.3094, -6726.8640, -6725.0248, -6727.6728, -8776.0206, -8775.5354, in eV.
Q: Which ΔE to the lowest compared entry with this formula, charge and spin values were calculated for the entries above? A: 75.3, 62.5, 104.9, 43.8, 38.6, 49.8, in kcal/mol.